No. 1
Molecular formula: C36H39BrIrN10O
Method: DFT, ωB97M-V with the def2-TZVPD basis set

Summary:
- Relative energy (zero: lowest compared OMol25 entry of this formula, charge and spin): 42.4 kcal per mole
- HOMO-LUMO gap (spin up / spin down): 6.297 / 6.744 eV
- 2S+1: 5
- <S²>: 6.053
- HOMO energy (spin up / spin down): -14.201 / -15.238 eV
- Total charge: +3
- Total energy: -4695.455697 Eh

Each line ends with the Mulliken spin population.
Positions of all 88 atoms, in Å:
Ir -0.336 0.176 0.627  2.297
Br 3.192 -7.223 6.429  0.011
C 3.635 -6.827 4.653  0.067
C 3.922 -5.508 4.303  -0.031
C 4.219 -5.201 2.993  0.046
C 4.213 -6.216 2.029  0.049
C 4.001 -7.541 2.401  0.060
C 3.691 -7.846 3.713  -0.032
N 4.451 -5.982 0.669  0.217
N 4.408 -4.938 0.052  0.230
C 3.645 -3.829 0.035  0.153
C 4.233 -2.669 -0.523  0.020
C 3.646 -1.442 -0.408  0.021
C 2.419 -1.287 0.285  0.060
O 1.906 -0.155 0.521  0.160
C 1.715 -2.496 0.716  0.045
N 0.498 -2.298 1.253  0.134
C -0.213 -3.361 1.587  -0.012
C 0.226 -4.670 1.352  0.008
C 1.476 -4.872 0.821  0.014
C 2.281 -3.761 0.533  0.006
H 3.909 -4.741 5.066  -0.001
H 4.476 -4.188 2.713  0.002
H 4.060 -8.317 1.646  -0.002
H 3.497 -8.869 4.008  0.000
H 5.200 -2.772 -1.007  -0.008
H 4.108 -0.561 -0.837  0.000
H -1.183 -3.180 2.042  -0.004
H -0.422 -5.507 1.579  0.000
H 1.824 -5.876 0.605  0.006
C 2.287 3.885 -0.360  0.002
C 1.808 2.610 -0.050  -0.031
N 0.518 2.333 0.101  0.052
C -0.377 3.340 -0.085  -0.041
C 0.023 4.653 -0.368  0.000
C 1.397 4.913 -0.498  -0.001
C -0.959 5.685 -0.548  0.000
C -2.269 5.393 -0.524  0.001
C -2.712 4.045 -0.311  -0.007
C -4.068 3.692 -0.388  -0.001
C -4.427 2.386 -0.207  0.004
C -3.434 1.451 0.099  -0.003
N -2.148 1.751 0.193  0.125
C -1.781 3.032 -0.047  0.056
H 3.352 4.038 -0.491  0.000
H 2.489 1.785 0.075  0.005
H 1.732 5.920 -0.724  0.000
H -0.616 6.697 -0.722  0.000
H -3.016 6.163 -0.677  0.000
H -4.812 4.452 -0.603  0.000
H -5.457 2.064 -0.293  0.001
H -3.706 0.422 0.268  0.013
C -4.421 -2.906 2.993  0.001
C -3.991 -1.466 3.153  0.000
N -2.827 -1.263 2.285  0.015
C -2.839 -1.688 0.979  0.032
N -1.937 -1.203 0.145  0.126
C -1.905 -1.634 -1.259  -0.021
C -2.586 -2.968 -1.486  0.015
C -3.924 -2.967 -0.786  0.001
N -3.759 -2.609 0.628  0.010
C -4.795 -3.123 1.545  0.000
H -5.270 -3.141 3.632  0.000
H -3.592 -3.559 3.272  0.000
H -3.706 -1.241 4.176  0.000
H -4.814 -0.799 2.878  0.000
H -2.279 -0.433 2.406  0.014
H -0.861 -1.697 -1.571  0.000
H -2.377 -0.866 -1.881  0.009
H -1.969 -3.784 -1.104  0.001
H -2.730 -3.124 -2.553  -0.001
H -4.382 -3.951 -0.827  0.000
H -4.609 -2.265 -1.271  0.000
H -4.921 -4.185 1.339  0.000
H -5.747 -2.633 1.321  0.001
N 2.227 2.081 5.567  0.000
C 2.145 0.819 4.730  0.008
C 1.520 1.065 3.338  -0.008
N 0.225 0.424 3.088  0.119
H 2.707 1.915 6.449  0.000
H 1.309 2.455 5.792  0.000
H 2.743 2.810 5.079  0.000
H 1.571 0.093 5.296  -0.001
H 3.163 0.451 4.642  0.000
H 2.207 0.709 2.574  0.001
H 1.397 2.140 3.171  0.004
H -0.514 0.805 3.668  0.002
H 0.263 -0.580 3.237  -0.017

***

No. 2
Molecular formula: C7H8S
Method: DFT, ωB97M-V with the def2-TZVPD basis set

Summary:
- Relative energy (zero: lowest compared OMol25 entry of this formula, charge and spin): 103.1 kcal per mole
- HOMO-LUMO gap (spin up / spin down): 6.918 / 7.119 eV
- HOMO energy (spin up / spin down): -7.623 / -7.922 eV
- Total energy: -669.530048 Eh

Each line ends with the Löwdin charge.
Positions of all 16 atoms, in Å:
C 0.665 1.940 0.108  -0.194
C 1.430 1.275 -0.762  -0.037
C 0.079 1.231 1.170  0.088
C -0.646 0.052 0.792  -0.323
C 1.067 -0.187 -0.976  -0.210
C -0.305 -0.499 -0.627  -0.198
C -1.566 -0.638 1.532  -0.421
S -2.350 -2.095 0.989  0.813
H 0.945 2.922 0.254  0.065
H 2.296 1.917 -1.125  0.134
H 1.273 -0.438 -1.988  0.111
H 1.678 -0.773 -0.388  0.100
H -0.417 -1.601 -0.498  0.066
H -1.065 -0.121 -1.306  0.136
H -1.736 -0.432 2.524  0.035
H -1.348 -2.555 0.302  -0.165

***

No. 3
Molecular formula: C2H7NO3
Method: DFT, ωB97M-V with the def2-TZVPD basis set

Summary:
- Relative energy (zero: lowest compared OMol25 entry of this formula, charge and spin): 25.2 kcal per mole
- HOMO-LUMO gap: 10.937 eV
- HOMO energy: -10.179 eV
- Total energy: -360.873560 Eh

Each line ends with the Löwdin charge.
Positions of all 13 atoms, in Å:
O -2.258 0.657 -0.009  0.064
C -1.999 0.974 1.121  -0.388
O -0.837 0.677 1.725  0.047
H -2.697 1.373 1.873  0.138
H -0.177 0.621 0.997  0.071
N 1.306 -1.018 -2.091  0.034
C 1.893 -1.032 -0.796  -0.337
O 1.334 -0.076 0.124  -0.095
H 1.682 -0.236 -2.612  0.073
H 0.298 -0.943 -2.068  0.080
H 1.743 -2.021 -0.361  0.110
H 2.991 -0.878 -0.824  0.123
H 1.464 -0.358 1.033  0.081

***

No. 4
Molecular formula: C16H32NO2P2PbSi
Method: DFT, ωB97M-V with the def2-TZVPD basis set

Summary:
- Relative energy (zero: lowest compared OMol25 entry of this formula, charge and spin): 196.7 kcal per mole
- HOMO-LUMO gap (spin up / spin down): 5.138 / 6.914 eV
- HOMO energy (spin up / spin down): -17.805 / -18.426 eV
- Total charge: +3
- Total energy: -1997.865012 Eh

Each line ends with the Löwdin charge.
Positions of all 55 atoms, in Å:
Pb -0.148 1.475 1.227  1.439
P 2.495 -1.204 0.566  0.883
C 2.288 -1.462 -1.143  -0.155
C 1.027 -1.285 -1.788  -0.324
N -0.132 -0.648 -1.399  0.113
C -1.291 -1.065 -1.959  -0.261
C -1.339 -2.044 -2.977  0.047
C -0.127 -2.533 -3.498  0.017
C 1.049 -2.066 -2.982  0.020
C -2.701 -0.573 -1.463  -0.285
P -2.630 1.019 -0.599  0.819
H 1.993 -2.424 -3.346  0.135
H -2.302 -2.441 -3.304  0.143
H -0.115 -3.306 -4.254  0.141
H -3.452 -0.559 -2.273  0.118
H -3.121 -1.298 -0.748  0.108
H 2.353 3.028 -1.216  -0.013
H 3.112 -0.983 -1.731  0.140
H -0.488 3.930 -2.281  0.024
O 2.918 2.795 -1.946  -0.089
H 2.839 2.076 -2.681  0.108
H -0.442 2.534 -0.013  -0.138
O -0.745 4.106 -1.423  -0.033
H -0.112 4.574 -0.849  0.076
C -2.955 2.097 -2.060  -0.240
H -3.943 1.924 -2.505  0.076
H -2.924 3.152 -1.761  0.046
H -2.209 1.908 -2.845  0.060
C -4.266 1.097 0.175  -0.250
H -4.264 1.920 0.891  0.055
H -5.098 1.257 -0.511  0.074
H -4.462 0.188 0.741  0.056
C 2.375 -3.012 0.869  -0.138
H 3.327 -3.451 0.511  0.096
H 2.091 -3.374 1.878  0.087
H 1.585 -3.298 0.142  0.073
C 4.103 -0.558 1.167  -0.119
H 4.067 -0.261 2.230  0.082
H 4.909 -1.292 1.016  0.093
H 4.295 0.347 0.572  0.073
C 1.520 -0.867 5.577  -0.145
Si 0.207 -0.015 4.508  0.461
C -1.443 -0.848 4.831  -0.157
C 0.093 1.775 5.055  -0.172
C 0.600 -0.083 2.667  -0.329
C 1.221 -0.514 1.639  -0.284
H 1.314 -0.689 6.650  0.072
H 2.529 -0.481 5.352  0.042
H 1.523 -1.956 5.404  0.048
H -1.643 -0.969 5.907  0.072
H -2.255 -0.252 4.390  0.041
H -1.443 -1.841 4.361  0.045
H 0.941 2.340 4.648  0.039
H -0.836 2.237 4.696  0.039
H 0.114 1.868 6.152  0.072

***

No. 5
Molecular formula: C3H5CsO4
Method: DFT, ωB97M-V with the def2-TZVPD basis set

Summary:
- Relative energy (zero: lowest compared OMol25 entry of this formula, charge and spin): 81.8 kcal per mole
- HOMO-LUMO gap: 6.013 eV
- HOMO energy: -6.581 eV
- Total energy: -438.296889 Eh

Each line ends with the Löwdin charge.
Positions of all 13 atoms, in Å:
O -0.354 -1.205 -0.850  -0.001
C -1.142 -0.159 -1.159  -0.619
C 0.984 -0.810 -0.537  -0.155
O -2.235 -0.055 -0.615  0.082
O -0.417 0.857 -1.522  0.055
C 1.176 0.500 -1.220  0.012
H 1.633 -1.592 -0.943  0.122
H 0.899 -0.660 0.775  0.205
H 1.571 0.580 -2.237  0.113
H 1.821 1.184 -0.660  0.120
O -0.492 0.334 2.663  -0.658
H 0.145 -0.032 3.277  -0.187
Cs -3.590 1.057 3.028  0.910

***

No. 6
Molecular formula: C9H26CrFN2O3
Method: DFT, ωB97M-V with the def2-TZVPD basis set

Summary:
- HOMO-LUMO gap (spin up / spin down): 6.233 / 8.837 eV
- 2S+1: 6
- <S²>: 8.754
- HOMO energy (spin up / spin down): -6.033 / -8.569 eV
- Total energy: -1837.890521 Eh

Each line ends with the Mulliken spin population.
Positions of all 42 atoms, in Å:
Cr 0.887 -1.726 1.643  4.991
F 0.221 -1.412 -0.329  0.017
C 2.556 3.293 -2.896  0.000
C 1.495 2.362 -2.445  -0.002
C 0.443 2.812 -1.378  -0.001
O -0.439 1.713 -1.090  -0.005
C -1.065 1.671 0.209  0.018
N 0.882 1.830 -3.673  0.000
H 2.959 3.770 -2.002  0.000
H 2.236 4.109 -3.543  0.000
H 3.352 2.679 -3.317  0.000
H 1.897 1.537 -1.857  0.001
H 0.060 3.778 -1.705  0.000
H 0.881 3.125 -0.430  0.000
H -0.372 1.961 0.999  -0.003
H -1.461 0.692 0.482  0.001
H -1.915 2.325 0.021  0.001
H 1.627 1.673 -4.337  0.000
H 0.429 2.611 -4.126  0.000
C -3.110 -3.431 1.914  0.004
C -1.907 -2.515 1.930  -0.020
C -1.959 -1.461 3.083  -0.024
O -0.851 -0.497 2.922  -0.044
C -1.113 0.703 3.689  0.014
N -0.681 -3.257 2.010  0.031
H -3.120 -4.014 0.993  -0.001
H -4.068 -2.923 1.805  -0.001
H -3.290 -4.122 2.737  0.000
H -1.854 -1.935 1.009  -0.003
H -1.957 -1.986 4.038  -0.005
H -2.910 -0.934 3.007  -0.001
H -0.274 1.365 3.472  0.001
H -0.861 0.431 4.714  0.004
H -2.064 1.229 3.598  0.000
H -0.784 -3.937 1.270  0.008
H -0.900 -3.662 2.909  0.019
C 2.893 -1.352 -2.230  0.009
O 1.995 -1.448 -3.227  -0.001
H 3.741 -0.812 -2.650  0.000
H 2.567 -0.785 -1.359  -0.006
H 3.308 -2.300 -1.888  -0.001
H 2.529 -1.160 -3.971  0.000